(1)
Density functional theory data (ωB97M-V/def2-TZVPD) for a molecular structure, C9H4OS2.

Each line ends with the natural charge from an NBO analysis.
Geometry (Å):
C: 1.07363 -1.02987 -0.08183  -0.220
C: -1.08984 -0.01352 -0.33522  0.025
C: 1.82571 -2.16034 0.07597  -0.441
C: -3.09539 1.48360 -0.13904  -0.263
C: -0.33906 -1.21255 -0.27284  -0.249
C: -2.40654 0.32596 -0.01823  -0.136
C: -3.52214 -0.61819 0.31378  -0.482
C: -0.67241 -2.63569 -0.37470  -0.326
C: -3.70425 -1.86790 0.08603  0.764
O: -4.02535 -2.99627 -0.06149  -0.388
S: 0.75377 -3.49900 0.06752  0.438
S: -4.70542 0.74166 -0.02227  0.372
H: 1.47222 -0.08109 -0.38755  0.206
H: -0.42856 0.90314 -0.46074  0.213
H: 2.87242 -2.25423 0.04831  0.234
H: -2.98316 2.58412 -0.29447  0.255

frontier orbital gap (alpha / beta)	6.374 / 6.370	eV
energy above the lowest of the compared OMol25 structures with the same formula, charge and spin	36.67	kJ/mol
calculated total energy	-1216.74436	Eh

(2)
Density functional theory data (ωB97M-V/def2-TZVPD) for a single C5H5NO molecule.

Each line ends with the natural charge from an NBO analysis.
Geometry (Å):
O: -0.43064 1.82904 2.00700  -0.488
C: -0.38391 1.22415 0.96913  0.434
C: 0.39118 -0.06548 0.81281  -0.494
C: -0.39904 -1.12520 -0.04069  -0.485
C: 0.62145 -0.97101 -1.07148  0.052
C: 0.39581 0.07475 -1.99701  0.093
N: 0.30509 0.85587 -2.86965  -0.245
H: -0.89918 1.58410 0.05282  0.127
H: 0.68471 -0.48279 1.77707  0.269
H: -1.42348 -0.79086 -0.24740  0.220
H: -0.39451 -2.09673 0.45438  0.236
H: 1.35702 0.17676 0.31779  0.282

frontier orbital gap	8.319	eV
energy above the lowest of the compared OMol25 structures with the same formula, charge and spin	413.72	kJ/mol
calculated total energy	-323.36211	Eh

(3)
Density functional theory data (ωB97M-V/def2-TZVPD) for 2 unconnected molecules or ions with the total composition C6H15NO3.

Each line ends with the natural charge from an NBO analysis.
Geometry (Å):
C: -2.00182 1.47600 -2.49234  -0.408
N: -1.05987 2.00070 -1.52779  -0.676
C: -0.20356 1.12273 -0.84941  0.707
C: -1.18092 0.28345 0.31922  -0.715
O: 0.35974 0.20309 -1.72040  -0.757
O: 0.73545 1.86647 -0.17059  -0.736
H: -1.52509 0.79481 -3.20267  0.191
H: -2.79714 0.92927 -1.97677  0.184
H: -2.44480 2.30861 -3.03177  0.203
H: -0.64001 2.90428 -1.71544  0.392
H: -1.80264 1.08164 0.71660  0.218
H: -1.78561 -0.39851 -0.28131  0.203
H: -0.81458 -0.18501 1.23891  0.184
H: 1.11483 -0.22218 -1.26503  0.492
H: 1.44338 1.26211 0.12569  0.493
C: 1.45517 -0.73025 2.56472  -0.731
C: 1.45492 -1.15621 1.12185  0.660
C: 0.90165 -2.52001 0.81908  -0.731
O: 2.06278 -0.51077 0.27463  -0.623
H: 0.50324 -0.95199 3.04063  0.232
H: 2.23385 -1.28436 3.09245  0.248
H: 1.66503 0.33020 2.65336  0.244
H: 0.88190 -2.69774 -0.25628  0.243
H: 1.54316 -3.27247 1.29306  0.245
H: -0.09905 -2.63387 1.22960  0.239

frontier orbital gap	8.989	eV
energy above the lowest of the compared OMol25 structures with the same formula, charge and spin	151.86	kJ/mol
structure (SMILES)	CNC(C)(O)O.CC(C)=O
calculated total energy	-518.06236	Eh

(4)
Density functional theory data (ωB97M-V/def2-TZVPD) for a molecular structure, C4H10BaO4.

Each line ends with the Löwdin charge.
Geometry (Å):
Ba: -1.03735 0.31578 -2.81851  2.023
C: -2.65927 -1.85448 -0.38133  -0.092
O: -1.31832 -1.62934 -0.87739  -0.327
H: -2.71361 -1.64500 0.69042  0.098
H: -3.33969 -1.09071 -0.76722  0.080
H: -2.91314 -2.88696 -0.59972  0.105
H: -0.70600 -2.21697 -0.41892  0.108
C: 3.23290 0.78973 -0.77337  -0.004
O: 2.47894 1.15756 0.37342  0.078
C: 1.17944 1.02930 0.34453  -0.606
O: 0.50944 0.57971 -0.58225  -0.157
O: 0.70951 1.39818 1.49528  0.077
C: -0.63773 1.11280 1.81697  -0.007
H: 2.68386 0.07579 -1.40488  0.083
H: 4.07885 0.16339 -0.49540  0.116
H: 3.50001 1.64752 -1.38204  0.111
H: -0.83164 0.04263 1.94921  0.104
H: -1.30930 1.48923 1.04478  0.093
H: -0.90691 1.52184 2.78645  0.117

frontier orbital gap	9.530	eV
energy above the lowest of the compared OMol25 structures with the same formula, charge and spin	38.62	kJ/mol
calculated total energy	-484.30888	Eh
net charge	+2

(5)
Density functional theory data (ωB97M-V/def2-TZVPD) for 2 unconnected molecules or ions with the total composition C4H8N2O2S.

Each line ends with the natural charge from an NBO analysis.
Geometry (Å):
C: 0.28976 0.88365 -1.16231  -0.009
C: 0.52276 -1.37322 -1.57900  -0.264
C: 0.81278 -1.52200 -0.02474  -0.251
C: -0.09935 0.62671 0.18351  0.087
N: 0.50601 -0.03304 -2.00395  -0.325
N: 0.10806 -0.54703 0.74988  -0.514
O: -2.42634 1.61970 0.65798  -0.980
O: -0.79931 1.15552 2.48381  -1.022
S: -0.77755 1.93549 1.24879  1.452
H: 0.34245 1.82753 -1.63123  0.224
H: 1.39601 -1.75359 -2.29214  0.233
H: -0.36550 -1.84891 -1.69111  0.211
H: 0.44879 -2.48719 0.48094  0.228
H: 1.87934 -1.19968 0.10146  0.203
H: 1.09532 2.04054 1.29375  -0.199
H: -2.95892 1.29771 1.46850  0.484
H: 0.02569 -0.62219 1.71585  0.441

frontier orbital gap (alpha / beta)	7.159 / 7.162	eV
energy above the lowest of the compared OMol25 structures with the same formula, charge and spin	565.55	kJ/mol
calculated total energy	-815.19161	Eh

(6)
Density functional theory data (ωB97M-V/def2-TZVPD) for 2 unconnected molecules or ions with the total composition C2H8IN2.

Each line ends with the natural charge from an NBO analysis.
Geometry (Å):
C: -1.12881 0.61323 0.86872  -0.714
C: 0.37408 0.46113 0.70929  0.261
N: 0.31296 -1.33260 -1.13082  -1.076
N: 0.79097 1.21435 -0.20996  -0.670
I: 1.42233 -0.61292 2.00633  0.435
H: -1.61614 1.43125 0.43123  0.247
H: -1.29291 0.58907 1.94657  0.262
H: -1.63988 -0.33586 0.51278  0.272
H: 1.11917 -1.36971 -1.61664  0.370
H: 0.20990 -2.15181 -0.60983  0.374
H: 1.77711 1.13436 -0.29591  0.420
H: -0.48389 -1.23419 -1.68452  0.375
H: 0.15513 1.59370 -0.92725  0.445

frontier orbital gap	9.985	eV
energy above the lowest of the compared OMol25 structures with the same formula, charge and spin	118.42	kJ/mol
calculated total energy	-487.91781	Eh
net charge	+1

(7)
Density functional theory data (ωB97M-V/def2-TZVPD) for a molecular structure, C7H7NO.

Each line ends with the natural charge from an NBO analysis.
Geometry (Å):
C: 2.25220 -0.78948 1.72606  -0.670
C: 0.83647 -0.54081 1.16848  0.366
C: -1.06249 0.03903 0.94104  0.611
C: -0.36322 0.25200 -0.47545  -0.021
C: -0.99678 0.78735 -1.84527  -0.247
C: -2.44775 0.42960 -2.03075  -0.396
C: 0.82774 -0.10806 -0.22162  -0.334
H: 2.35154 -1.60479 2.50432  0.249
H: 2.91564 -1.26677 0.71640  0.217
H: 2.81638 0.33947 2.05227  0.269
H: -0.06064 1.67724 -2.69708  0.256
H: -2.91434 1.13535 -2.80609  0.217
H: -3.23323 -0.30595 -1.15048  0.277
H: 1.49195 -0.36056 -0.90142  0.216
N: -0.25042 -0.44111 1.84214  -0.501
O: -2.16305 0.75749 1.17746  -0.508

frontier orbital gap	8.130	eV
energy above the lowest of the compared OMol25 structures with the same formula, charge and spin	757.23	kJ/mol
calculated total energy	-400.62238	Eh

(8)
Density functional theory data (ωB97M-V/def2-TZVPD) for a molecular structure, C32H45AsClN6O4PbSSi3.

Each line ends with the Löwdin charge.
Geometry (Å):
Pb: 0.46338 -2.25986 -0.00247  1.222
N: -3.45825 -2.36990 2.91815  0.054
C: -2.52025 -2.37978 1.92363  -0.919
S: -0.90704 -2.79069 2.38610  0.458
N: -3.00716 -2.07816 0.74384  -0.048
N: -2.14095 -2.16199 -0.30237  -0.094
C: -2.71527 -2.03757 -1.43190  -0.106
C: -2.06251 -2.22568 -2.74057  -0.277
C: -2.68724 -1.72972 -3.88094  -0.021
C: -2.09737 -1.92180 -5.11591  -0.061
C: -0.90474 -2.62310 -5.18949  -0.060
C: -0.35818 -3.09391 -4.00578  -0.147
N: -0.91271 -2.90507 -2.80996  0.096
H: -3.10481 -2.37698 3.85641  0.056
H: -4.31509 -1.87302 2.73493  0.084
H: -3.78007 -1.80556 -1.44218  0.119
H: -3.61158 -1.17282 -3.78311  0.114
H: -2.55733 -1.52493 -6.01254  0.108
H: -0.40364 -2.79278 -6.13436  0.105
H: 0.57618 -3.65313 -4.01785  0.108
C: 1.90624 -0.35250 0.94991  -0.414
C: 1.96780 -0.95298 2.25673  -0.282
C: 3.20335 -1.56374 2.39701  -0.152
C: 3.97688 -1.28898 1.22320  -0.152
C: 3.20476 -0.52840 0.36053  -0.194
H: 1.24728 0.46653 0.68683  0.008
H: 1.16537 -0.93470 2.98224  0.043
H: 3.53655 -2.14275 3.25221  0.078
H: 4.99207 -1.62638 1.04522  0.075
H: 3.51149 -0.12024 -0.59582  0.084
O: 1.20049 1.07870 -5.65694  0.112
C: 2.20976 0.25287 -5.55995  -0.526
O: 3.02406 0.12782 -6.45061  0.037
C: 2.34139 -0.56355 -4.30250  -0.045
C: 3.36533 -1.45793 -4.10755  -0.581
Cl: 4.65658 -1.87931 -5.13375  0.806
N: 3.16685 -2.09231 -2.92554  -0.059
N: 2.04914 -1.63857 -2.32197  0.091
C: 1.54039 -0.72046 -3.11962  -0.133
C: 0.29151 -0.00390 -2.62158  -0.581
O: -0.22843 0.84546 -3.38527  0.002
O: -0.15937 -0.28433 -1.48119  -0.162
C: 3.99747 -3.05144 -2.25758  -0.202
C: 3.39129 -4.14128 -1.65243  -0.031
C: 4.15273 -5.02200 -0.90168  -0.071
C: 5.52204 -4.82722 -0.77974  -0.088
C: 6.12492 -3.75662 -1.42394  -0.080
C: 5.36582 -2.85928 -2.16069  -0.046
H: 0.59479 1.04767 -4.82276  0.093
H: 2.32498 -4.28837 -1.77088  0.090
H: 3.67257 -5.85664 -0.40570  0.106
H: 6.11348 -5.49641 -0.16494  0.101
H: 7.19215 -3.59669 -1.32891  0.103
H: 5.82911 -1.99963 -2.62476  0.097
C: -2.21924 3.56719 4.57886  -0.216
Si: -1.97817 1.79739 3.99135  0.231
C: -0.72705 0.98817 5.13045  -0.230
C: -3.63302 0.96615 4.38331  -0.213
As: -1.27008 1.36067 1.80076  0.852
Si: 0.34128 3.07425 1.58733  0.263
C: -0.13276 4.83799 2.08209  -0.217
C: 1.81419 2.71345 2.68433  -0.209
C: 0.83921 3.13794 -0.22426  -0.214
Si: -3.05438 2.28332 0.56482  0.243
C: -4.51096 1.10194 0.63397  -0.228
C: -3.77089 3.93690 1.11867  -0.219
C: -2.52554 2.49734 -1.21467  -0.213
H: -2.54323 3.54417 5.62545  0.029
H: -2.99156 4.07942 3.99146  0.016
H: -1.30326 4.16452 4.51534  0.006
H: -1.08322 0.99457 6.16688  0.029
H: 0.24580 1.49323 5.09673  0.013
H: -0.56684 -0.05214 4.82076  0.018
H: -4.18067 1.56885 5.11676  0.026
H: -3.47518 -0.02961 4.80579  0.014
H: -4.26836 0.85845 3.49788  -0.008
H: 0.06071 5.00520 3.14654  0.012
H: -1.18095 5.08129 1.89356  -0.004
H: 0.48581 5.54026 1.51088  0.031
H: 1.51952 2.79717 3.73802  0.014
H: 2.60554 3.44819 2.49429  0.036
H: 2.22414 1.70930 2.52768  0.016
H: 0.36408 3.98929 -0.72135  0.025
H: 0.53144 2.22948 -0.75754  0.004
H: 1.92446 3.23767 -0.32847  0.036
H: -5.05066 1.20550 1.58101  0.006
H: -4.18692 0.05920 0.54096  -0.007
H: -5.21327 1.32811 -0.17771  0.030
H: -4.31513 3.84509 2.06652  0.018
H: -4.47230 4.29344 0.35405  0.031
H: -3.00207 4.70348 1.24552  -0.001
H: -1.91274 1.65798 -1.56488  0.006
H: -1.92948 3.40944 -1.33062  0.024
H: -3.40445 2.57978 -1.86382  0.033

frontier orbital gap	6.782	eV
energy above the lowest of the compared OMol25 structures with the same formula, charge and spin	72.78	kJ/mol
calculated total energy	-6031.61087	Eh
net charge	-1

Question: energy above the lowest of the compared OMol25 structures with the same formula, charge and spin of number 2 (C5H5NO)?
Answer: 413.72 kJ/mol

Question: What is the formula in the sixth record?
Answer: C2H8IN2

Question: Among the records above, which one has the highest energy above the lowest of the compared OMol25 structures with the same formula, charge and spin?
Answer: C7H7NO